The following is a quantum chemistry calculation of a single C5H6OS molecule at a distorted geometry, from OMol25.

Results
Molecular weight (g/mol): 114.2
Calculated total energy (eV): -18164.1520
Total charge: 0
HOMO-LUMO gap (eV): 10.1
E_HOMO (eV): -9.322

Each atom is followed by the atoms it is bonded to, with distances in Å.
Geometry (Å):
1 S 1.157 0.521 0.468  C6 1.793, C7 1.790
2 O -0.663 2.322 -0.178  C6 1.205
3 C -0.285 -1.832 0.821  C4 1.532, C7 1.476, H10 1.057, H11 1.051
4 C -0.586 -1.321 -0.592  C3 1.532, C5 1.487, C7 1.532, H13 1.118
5 C -1.194 0.014 -0.831  C4 1.487, C6 1.531, H8 1.118, H9 1.081
6 C -0.377 1.151 -0.214  S1 1.793, O2 1.205, C5 1.531
7 C 0.795 -1.182 0.055  S1 1.790, C3 1.476, C4 1.532, H12 1.151
8 H -1.207 0.160 -1.939  C5 1.118
9 H -2.199 0.039 -0.432  C5 1.081
10 H -0.710 -1.308 1.635  C3 1.057
11 H -0.295 -2.869 0.991  C3 1.051
12 H 1.653 -1.833 -0.351  C7 1.151
13 H -0.566 -2.081 -1.412  C4 1.118